[1]
The following is a DFT calculation (ωB97M-V/def2-TZVPD) of C2H3F4FeO as an isolated structure in a non-equilibrium geometry.

Each line ends with the Mulliken spin population.
Cartesian coordinates (Å):
O 1.060 1.455 -3.924  0.577
H 0.705 3.233 -4.832  0.070
F 1.095 1.023 -6.241  0.008
F 1.955 -0.677 -5.573  0.001
C 0.308 2.660 -3.981  0.045
H -0.760 2.437 -4.116  0.037
H 0.436 3.236 -3.055  0.002
Fe 2.296 0.536 -2.877  4.005
F 1.345 -0.975 -3.459  0.263
C 0.975 0.170 -5.247  -0.007
F -0.261 -0.243 -5.260  0.000

The highest occupied orbital energy (alpha / beta) comes out at -23.42 / -22.67 eV. Its maximum force is 7.493 eV/A. The value obtained for the energy above the lowest of the compared OMol25 structures with the same formula, charge and spin is 65.22 kcal per mole. Its spin multiplicity is 6. As for the net charge: +2. Its HOMO-LUMO gap (alpha / beta) is 0.4124 / 0.2758 Eh.

[2]
The following is a DFT calculation (ωB97M-V/def2-TZVPD) of one molecule with the formula C2H3F4N in a non-equilibrium geometry.

Each line ends with the Mulliken charge.
Cartesian coordinates (Å):
C -1.065 0.183 0.001  0.894
N -0.023 -0.539 0.407  -0.043
F -0.133 -1.873 -0.244  -0.252
F -0.985 1.384 0.672  -0.264
H 2.026 -0.628 0.313  0.299
H 1.292 0.330 -0.957  0.283
C 1.253 0.016 0.077  -0.721
F -2.274 -0.406 0.199  -0.239
F -1.205 0.622 -1.260  -0.270
H 1.116 0.910 0.793  0.312

The highest occupied orbital energy comes out at -11.53 eV. Its maximum force is 5.987 eV/A. The value obtained for the energy above the lowest of the compared OMol25 structures with the same formula, charge and spin is 53.65 kcal per mole. Its SMILES is CN(F)C(F)(F)F. Its HOMO-LUMO gap is 0.4508 Eh.

[3]
The following is a DFT calculation (ωB97M-V/def2-TZVPD) of a 2-piece molecular cluster, C2H3FI2 overall in a non-equilibrium geometry.

Each line ends with the Mulliken charge.
Cartesian coordinates (Å):
I 1.126 2.632 1.418  -0.014
H -1.862 -0.178 -0.633  0.190
F 0.176 -0.878 -2.033  -0.219
H -0.981 -0.476 0.965  0.523
H 0.313 1.343 1.068  -0.008
C 0.099 -0.791 -0.728  0.212
C -0.931 -0.476 -0.042  -0.763
I 2.061 -1.175 -0.015  0.079

The highest occupied orbital energy comes out at -9.55 eV. Its maximum force is 4.796 eV/A. The value obtained for the energy above the lowest of the compared OMol25 structures with the same formula, charge and spin is 16.46 kcal per mole. Its SMILES is C=C(F)I.I. Its HOMO-LUMO gap is 0.3627 Eh.

[4]
The following is a DFT calculation (ωB97M-V/def2-TZVPD) of a 2-piece molecular cluster, C2H3FI2 overall in a non-equilibrium geometry.

Each line ends with the Mulliken charge.
Cartesian coordinates (Å):
H 0.719 -0.790 -0.964  0.280
C 0.522 0.247 -0.651  -0.142
C -0.136 0.314 0.672  -0.780
F -0.265 0.823 -1.604  -0.261
H -0.961 0.989 0.826  0.544
I 0.897 -0.325 2.330  0.162
H 1.483 0.794 -0.655  0.292
I -2.258 -2.052 0.046  -0.095

The highest occupied orbital energy (alpha / beta) comes out at -8.79 / -9.59 eV. Its maximum force is 1.035 eV/A. The value obtained for the energy above the lowest of the compared OMol25 structures with the same formula, charge and spin is 34.67 kcal per mole. Its HOMO-LUMO gap (alpha / beta) is 0.2235 / 0.3071 Eh.

[5]
The following is a DFT calculation (ωB97M-V/def2-TZVPD) of C2H3FI2 as an isolated structure in a non-equilibrium geometry.

Each line ends with the Mulliken charge.
Cartesian coordinates (Å):
I -3.225 1.016 0.021  0.121
C 1.954 0.228 0.660  -0.317
I -1.214 -1.986 0.053  0.141
H 1.408 -0.234 -0.065  0.161
C -1.982 -0.366 -0.854  -0.585
H -1.345 0.127 -1.697  0.336
F 2.300 1.454 0.326  -0.207
H 2.104 -0.238 1.556  0.350

The highest occupied orbital energy (alpha / beta) comes out at -8.33 / -8.20 eV. Its maximum force is 2.975 eV/A. The value obtained for the energy above the lowest of the compared OMol25 structures with the same formula, charge and spin is 89.97 kcal per mole. Its HOMO-LUMO gap (alpha / beta) is 0.2738 / 0.2951 Eh.

[6]
The following is a DFT calculation (ωB97M-V/def2-TZVPD) of C2H3FI2 as an isolated structure in a non-equilibrium geometry.

Each line ends with the Mulliken charge.
Cartesian coordinates (Å):
C -1.669 0.048 -0.449  0.046
H 0.147 -0.799 -0.573  0.342
H 0.291 0.999 -0.789  0.311
F -1.685 -0.147 -1.809  -0.196
I -2.725 1.789 0.070  0.135
H 0.146 0.150 0.876  0.361
C -0.181 0.131 -0.124  -1.072
I -2.763 -1.786 0.123  0.073

The highest occupied orbital energy comes out at -9.49 eV. Its maximum force is 2.865 eV/A. The value obtained for the energy above the lowest of the compared OMol25 structures with the same formula, charge and spin is 0.00 kcal per mole. Its HOMO-LUMO gap is 0.3351 Eh.

[7]
The following is a DFT calculation (ωB97M-V/def2-TZVPD) of C2H3FI2 as an isolated structure in a non-equilibrium geometry.

Each line ends with the Mulliken charge.
Cartesian coordinates (Å):
I -2.280 -1.015 0.196  0.182
F 1.093 -1.213 -0.991  -0.247
I 0.449 -0.496 2.343  0.095
C -0.421 -0.127 0.418  -0.475
H -1.035 1.889 0.318  0.132
C 0.604 -0.044 -0.647  -0.356
H 0.148 0.388 -1.426  0.330
H 1.442 0.618 -0.212  0.338

The highest occupied orbital energy (alpha / beta) comes out at -9.58 / -8.86 eV. Its maximum force is 4.424 eV/A. The value obtained for the energy above the lowest of the compared OMol25 structures with the same formula, charge and spin is 89.11 kcal per mole. Its HOMO-LUMO gap (alpha / beta) is 0.3061 / 0.2892 Eh.

[8]
The following is a DFT calculation (ωB97M-V/def2-TZVPD) of a 2-piece molecular cluster, C2H3FIN overall in a non-equilibrium geometry.

Each line ends with the Mulliken charge.
Cartesian coordinates (Å):
H -0.896 0.367 2.205  0.413
F -1.957 0.258 -0.310  -0.141
C 1.037 -0.197 1.221  -0.497
C 0.025 0.091 1.809  -0.272
I -0.191 0.467 -2.395  0.358
N -1.489 -0.479 -1.332  -0.293
H 1.552 0.210 -2.050  0.074
H 1.919 -0.718 0.852  0.356

The highest occupied orbital energy comes out at -8.74 eV. Its maximum force is 2.588 eV/A. The value obtained for the energy above the lowest of the compared OMol25 structures with the same formula, charge and spin is 178.72 kcal per mole. Its HOMO-LUMO gap is 0.3016 Eh.

[9]
The following is a DFT calculation (ωB97M-V/def2-TZVPD) of an isolated ion of composition C2H3FIO2S and charge -1 in a non-equilibrium geometry.

Each line ends with the Mulliken charge.
Cartesian coordinates (Å):
F -1.215 1.244 -1.795  -0.312
H 0.049 -0.046 0.970  0.312
C -0.038 0.071 -0.108  -1.116
I -5.274 -0.280 -0.125  -0.654
H 0.906 0.430 -0.522  0.329
O -1.336 2.153 0.293  -0.554
S -2.800 0.920 0.462  0.371
O -2.505 0.194 1.683  -0.500
C -1.123 1.063 -0.397  0.848
H -0.288 -0.885 -0.565  0.276

The highest occupied orbital energy comes out at -4.15 eV. Its maximum force is 1.363 eV/A. The value obtained for the energy above the lowest of the compared OMol25 structures with the same formula, charge and spin is 0.00 kcal per mole. As for the net charge: -1. Its HOMO-LUMO gap is 0.2778 Eh.

[10]
The following is a DFT calculation (ωB97M-V/def2-TZVPD) of C2H3FKLi2O as an isolated structure in a non-equilibrium geometry.

Each line ends with the Mulliken charge.
Cartesian coordinates (Å):
K -0.496 2.543 0.797  0.935
O -0.019 0.376 0.088  -0.960
F 0.000 -2.909 3.086  -0.836
Li 0.796 -1.442 2.576  0.895
C -0.088 0.439 -1.232  0.152
H 0.350 1.419 -3.062  0.213
Li -1.547 -3.609 3.005  0.907
H 1.224 2.101 -1.551  0.255
C 0.512 1.389 -1.985  -0.843
H -0.733 -0.307 -1.722  0.282

The highest occupied orbital energy comes out at -9.90 eV. Its maximum force is 1.016 eV/A. The value obtained for the energy above the lowest of the compared OMol25 structures with the same formula, charge and spin is 1.75 kcal per mole. As for the net charge: +1. Its HOMO-LUMO gap is 0.2175 Eh.